Record 1
Below is a gas-phase ion, C5H6N (charge +1), with properties calculated with ωB97M-V/def2-TZVPD.

XYZ file:
```
12
C5H6N (ωB97M-V/def2-TZVPD)
C -0.543 1.728 0.411
C 0.253 -1.571 1.357
C -0.459 0.958 -0.831
C 0.445 -0.972 0.266
C 0.497 -0.242 -0.968
N -0.656 2.453 1.298
H -1.489 0.408 -0.870
H -0.379 1.632 -1.690
H 1.024 -1.638 2.111
H -0.727 -1.753 1.762
H 0.402 -0.809 -2.036
H 1.633 -0.194 -0.809
```

Its spin multiplicity is 3. The calculation puts the energy above the lowest of the compared OMol25 structures with the same formula, charge and spin at 81.1 kcal per mole. Its LUMO energy (alpha / beta) is -5.3 / -10.2 eV. Its charge is +1. The HOMO-LUMO gap (alpha / beta) comes out at 8.958 / 5.824 eV. The value obtained for the highest occupied orbital energy (alpha / beta) is -14.3 / -16.0 eV.

=====

Record 2
Below is a single C5H6N2 molecule, with properties calculated with ωB97M-V/def2-TZVPD.

XYZ file:
```
13
C5H6N2 (ωB97M-V/def2-TZVPD)
N 1.714 -0.634 2.205
C 0.982 -1.001 1.389
C 0.987 0.649 -0.969
C 0.028 -0.435 -0.828
C 0.064 -1.436 0.333
C -1.113 1.693 0.070
N -0.174 0.966 -0.466
H 1.844 1.114 -1.418
H -0.601 -0.782 -1.658
H -0.940 -1.564 0.757
H 0.385 -2.417 -0.035
H -2.025 1.200 0.375
H -0.933 2.743 0.247
```

The calculation puts the energy above the lowest of the compared OMol25 structures with the same formula, charge and spin at 94.9 kcal per mole. Its LUMO energy is 0.8 eV. The HOMO-LUMO gap comes out at 8.293 eV. The value obtained for the highest occupied orbital energy is -7.4 eV.

=====

Record 3
Below is a single C5H6N2 molecule, with properties calculated with ωB97M-V/def2-TZVPD.

XYZ file:
```
13
C5H6N2 (ωB97M-V/def2-TZVPD)
N 0.053 -2.986 0.649
C -0.439 -1.947 0.513
C -1.035 -0.770 -0.093
C -0.845 0.701 -0.053
C 0.450 1.263 0.468
C 1.123 0.169 -0.376
N -0.182 -0.122 -1.110
H -2.062 -0.997 -0.377
H -1.713 1.297 -0.335
H 0.625 2.248 0.024
H 0.616 1.315 1.547
H 1.896 0.489 -1.072
H 1.514 -0.663 0.216
```

The SMILES is N#C[C@H]1[C@H]2CCN21. The calculation puts the energy above the lowest of the compared OMol25 structures with the same formula, charge and spin at 65.7 kcal per mole. Its LUMO energy is 0.8 eV. The HOMO-LUMO gap comes out at 10.658 eV. The value obtained for the highest occupied orbital energy is -9.8 eV.

=====

Record 4
Below is a single C5H6N2 molecule, with properties calculated with ωB97M-V/def2-TZVPD.

XYZ file:
```
13
C5H6N2 (ωB97M-V/def2-TZVPD)
C 1.345 -0.954 0.933
N 2.366 -0.592 0.301
C 1.177 0.363 0.369
C 0.314 0.570 -0.855
C -1.170 0.540 -0.489
C -1.803 -0.608 0.123
N -1.548 0.282 0.968
H 0.953 -1.818 1.456
H 1.301 1.234 1.013
H 0.547 -0.213 -1.589
H 0.546 1.529 -1.331
H -1.801 1.271 -0.994
H -2.227 -1.605 0.095
```

The SMILES is C1=N[C@H]1C[C@H]1C=N1. The calculation puts the energy above the lowest of the compared OMol25 structures with the same formula, charge and spin at 97.2 kcal per mole. Its LUMO energy is 0.9 eV. The HOMO-LUMO gap comes out at 10.929 eV. The value obtained for the highest occupied orbital energy is -10.0 eV.